{
  "formula": "C56H172N14O23",
  "method": "wB97M-V/def2-TZVPD",
  "e_lumo_ev": 0.4,
  "relative_energy_kj_mol": 0.0,
  "homo_ev": -8.71,
  "gap_ev": 9.1,
  "elements": ["C", "C", "C", "O", "C", "N", "H", "H", "H", "H", "H", "H", "H", "H", "H", "H", "H", "C", "C", "C", "O", "C", "N", "H", "H", "H", "H", "H", "H", "H", "H", "H", "H", "H", "C", "C", "C", "O", "C", "N", "H", "H", "H", "H", "H", "H", "H", "H", "H", "H", "H", "C", "C", "C", "O", "C", "N", "H", "H", "H", "H", "H", "H", "H", "H", "H", "H", "H", "C", "C", "C", "O", "C", "N", "H", "H", "H", "H", "H", "H", "H", "H", "H", "H", "H", "C", "C", "C", "O", "C", "N", "H", "H", "H", "H", "H", "H", "H", "H", "H", "H", "H", "C", "C", "C", "O", "C", "N", "H", "H", "H", "H", "H", "H", "H", "H", "H", "H", "H", "C", "C", "C", "O", "C", "N", "H", "H", "H", "H", "H", "H", "H", "H", "H", "H", "H", "C", "C", "C", "O", "C", "N", "H", "H", "H", "H", "H", "H", "H", "H", "H", "H", "H", "C", "C", "C", "O", "C", "N", "H", "H", "H", "H", "H", "H", "H", "H", "H", "H", "H", "C", "C", "C", "O", "C", "N", "H", "H", "H", "H", "H", "H", "H", "H", "H", "H", "H", "C", "C", "C", "O", "C", "N", "H", "H", "H", "H", "H", "H", "H", "H", "H", "H", "H", "C", "C", "C", "O", "C", "N", "H", "H", "H", "H", "H", "H", "H", "H", "H", "H", "H", "C", "C", "C", "O", "C", "N", "H", "H", "H", "H", "H", "H", "H", "H", "H", "H", "H", "O", "H", "H", "O", "H", "H", "O", "H", "H", "O", "H", "H", "O", "H", "H", "O", "H", "H", "O", "H", "H", "O", "H", "H", "O", "H", "H"],
  "positions_angstrom": [[19.41553, -21.66105, 0.01985], [19.60522, -22.09603, -1.44057], [19.05515, -20.99494, -2.38306], [17.66818, -21.06804, -2.49784], [17.19975, -21.95170, -3.46094], [20.94326, -22.50316, -1.75699], [19.82326, -22.42936, 0.71703], [18.27772, -21.63045, 0.21570], [19.83204, -20.65621, 0.18392], [18.90106, -22.93627, -1.70494], [19.53587, -21.13178, -3.34290], [19.28363, -20.00784, -2.03312], [17.40527, -21.59040, -4.47625], [16.15453, -22.21412, -3.41357], [17.70036, -22.91593, -3.44818], [21.10325, -22.44931, -2.76993], [21.72761, -21.91322, -1.44750], [16.12580, -24.39168, -11.12313], [15.51065, -23.21039, -10.49106], [14.43666, -22.68860, -11.43273], [14.92595, -22.33231, -12.70365], [15.38964, -20.95201, -12.67650], [14.92345, -23.64264, -9.19088], [17.06297, -24.63388, -10.60581], [16.42415, -24.16001, -12.15126], [15.47499, -25.19026, -11.03872], [16.23107, -22.42787, -10.31739], [14.03774, -21.84075, -10.92323], [13.74697, -23.51469, -11.54931], [16.39372, -20.89953, -12.19771], [14.72425, -20.19197, -12.30979], [15.52566, -20.81121, -13.74020], [15.01276, -24.60630, -8.94519], [15.23393, -22.99333, -8.45704], [11.30987, -26.59082, -0.82959], [10.83205, -25.14406, -0.66134], [10.66592, -24.76943, 0.80824], [10.10256, -23.45563, 0.88000], [9.87447, -22.86726, 2.16348], [11.77237, -24.31316, -1.45951], [11.12674, -27.17157, 0.04849], [12.38551, -26.72938, -1.05065], [10.79812, -27.06471, -1.59663], [9.78394, -25.09100, -1.13412], [11.60519, -24.84292, 1.40120], [9.95611, -25.50881, 1.25938], [10.75326, -22.91207, 2.75432], [9.07170, -23.35658, 2.70628], [9.63944, -21.77746, 2.03801], [12.66750, -24.39064, -0.99769], [11.60731, -23.31545, -1.35381], [6.70789, -24.21596, -9.10714], [7.94086, -24.91375, -9.65131], [8.49007, -25.90666, -8.57976], [8.95525, -25.21571, -7.45585], [9.16375, -26.04173, -6.36890], [7.59813, -25.72589, -10.81629], [5.97906, -24.96978, -8.94859], [6.41710, -23.64949, -10.00680], [6.82333, -23.65269, -8.20108], [8.77832, -24.29992, -9.94992], [9.24751, -26.56807, -9.02467], [7.66784, -26.56330, -8.27181], [9.74897, -25.51715, -5.60106], [9.69899, -26.91936, -6.67589], [8.23425, -26.38646, -5.97530], [7.20958, -25.09127, -11.53984], [7.05445, -26.52264, -10.68991], [19.95803, -31.04999, -1.89852], [20.77949, -30.14079, -2.85904], [20.20801, -30.38707, -4.25395], [20.87714, -29.54379, -5.18935], [20.40390, -29.82227, -6.49720], [20.81423, -28.73283, -2.45504], [19.97656, -32.11830, -2.21692], [18.91647, -30.94766, -1.82139], [20.42470, -31.08828, -0.91035], [21.82811, -30.47659, -2.90841], [19.20203, -30.15964, -4.15608], [20.35612, -31.47745, -4.48461], [19.34101, -29.98830, -6.53080], [20.78180, -30.72457, -6.93838], [20.62594, -28.90161, -7.01409], [21.08819, -28.24509, -3.26501], [19.88182, -28.38818, -2.43772], [16.19489, -28.32040, -13.22469], [14.74326, -27.78691, -12.93910], [13.58231, -28.51382, -13.57357], [12.25960, -27.94733, -13.28516], [11.98226, -26.69016, -13.86047], [14.70836, -27.66390, -11.44890], [16.32209, -29.31329, -12.81988], [16.91512, -27.64462, -12.80968], [16.50468, -28.45086, -14.27309], [14.82770, -26.80489, -13.36238], [13.44130, -29.53064, -13.21572], [13.70203, -28.53574, -14.61321], [12.63249, -25.91617, -13.59164], [10.98525, -26.41278, -13.48130], [11.89020, -26.78756, -14.96820], [13.79026, -27.32213, -11.14497], [14.81274, -28.64649, -11.01604], [21.13642, -21.33593, -5.89080], [20.48123, -22.57915, -6.47896], [20.15746, -23.64308, -5.43404], [21.40335, -24.00331, -4.78639], [21.39845, -25.23417, -4.08086], [19.31569, -22.26123, -7.23399], [21.42473, -20.57677, -6.70191], [22.07678, -21.52044, -5.40811], [20.53320, -20.82641, -5.17688], [21.25475, -23.14024, -6.99603], [19.67485, -24.52845, -5.94195], [19.41435, -23.21260, -4.68461], [22.39677, -25.24231, -3.69601], [21.24440, -26.09067, -4.73241], [20.62040, -25.11919, -3.29358], [19.37166, -21.38089, -7.84818], [18.97601, -23.03289, -7.72993], [20.70452, -28.06033, -10.38670], [20.28106, -27.22313, -9.24752], [21.38970, -26.73720, -8.32392], [22.35731, -27.77757, -8.26731], [23.58873, -27.54827, -7.55832], [19.37567, -26.11418, -9.75347], [19.73113, -28.48574, -10.83639], [21.19729, -28.97806, -10.00996], [21.19551, -27.49011, -11.17065], [19.63264, -27.82889, -8.65125], [21.06723, -26.51211, -7.37680], [21.90299, -25.78628, -8.59582], [24.14609, -28.49901, -7.63417], [23.36549, -27.35656, -6.56932], [24.14759, -26.71409, -7.98654], [19.08390, -25.56765, -8.90163], [20.05124, -25.53102, -10.22967], [12.55836, -20.65316, -2.99875], [11.83981, -20.24593, -4.25354], [10.80049, -19.15903, -4.07671], [10.17458, -19.02710, -5.33741], [9.20701, -18.04894, -5.21845], [12.75105, -19.75329, -5.29358], [13.40484, -21.26628, -3.25180], [11.88195, -21.14628, -2.26532], [12.99792, -19.72734, -2.61002], [11.43661, -21.08782, -4.73299], [11.37402, -18.25639, -3.81446], [10.02042, -19.19324, -3.21529], [8.78417, -17.97698, -6.18309], [9.55264, -17.04439, -4.91383], [8.41295, -18.33005, -4.52015], [12.13000, -19.80366, -6.15644], [12.85558, -18.74510, -5.15410], [17.36916, -24.42469, 2.06899], [15.87304, -24.17527, 2.05884], [15.38230, -24.46127, 0.62886], [16.02898, -23.69427, -0.35172], [15.35234, -22.41999, -0.57905], [15.13571, -25.12673, 2.88363], [17.54979, -25.51613, 2.18799], [17.96483, -23.82877, 2.66931], [17.73365, -24.26815, 1.05539], [15.66434, -23.12648, 2.36036], [14.30419, -24.36484, 0.48650], [15.71229, -25.54609, 0.49281], [14.98073, -21.87828, 0.31156], [14.46138, -22.52587, -1.27416], [16.11733, -21.79884, -1.00648], [15.40415, -26.11664, 2.80641], [15.37719, -24.83930, 3.85893], [17.65798, -27.55540, -0.58285], [17.41670, -26.98894, -2.02071], [15.93607, -27.07602, -2.39917], [15.47512, -28.37799, -2.31811], [15.97641, -29.32912, -3.24317], [17.84479, -25.60172, -2.04408], [16.84150, -27.29994, 0.06659], [18.58225, -27.24214, -0.10999], [17.77945, -28.58783, -0.64151], [18.01512, -27.58040, -2.67875], [15.79533, -26.63962, -3.35446], [15.32015, -26.54243, -1.64131], [16.14785, -28.92291, -4.24739], [15.24009, -30.13596, -3.35596], [16.92313, -29.87017, -3.03260], [17.32669, -25.16670, -1.24406], [17.49284, -25.16675, -2.89538], [18.04181, -26.75603, -5.87858], [16.97141, -26.05705, -6.65737], [15.69574, -25.69341, -5.94682], [15.97804, -24.99285, -4.83213], [14.84711, -24.55337, -4.02194], [17.51857, -24.82438, -7.21026], [18.42825, -26.07950, -5.05124], [18.83336, -27.01289, -6.56559], [17.84685, -27.63232, -5.33384], [16.70066, -26.67917, -7.55504], [15.01999, -26.59181, -5.65926], [15.10679, -25.01475, -6.65288], [15.24937, -24.13696, -3.14364], [14.34198, -25.48968, -3.63173], [14.23072, -23.90430, -4.66088], [17.53491, -24.07521, -6.48829], [16.88904, -24.30889, -7.86516], [13.10353, -26.93397, -7.66075], [13.57151, -28.30777, -7.38356], [13.04977, -28.84165, -6.04137], [13.20784, -27.84567, -5.04248], [12.56575, -28.20537, -3.84210], [13.31627, -29.22655, -8.43828], [11.99495, -26.81235, -7.91221], [13.65892, -26.54664, -8.54278], [13.25605, -26.32675, -6.77324], [14.67013, -28.28154, -7.15507], [13.57780, -29.74826, -5.82081], [11.99291, -29.00318, -6.21030], [12.88262, -29.17030, -3.46474], [11.52376, -28.14656, -3.94108], [12.81956, -27.49332, -3.04165], [13.63629, -30.13392, -8.18238], [12.30184, -29.30350, -8.58301], [11.26132, -23.36516, -9.51255], [11.55638, -22.62122, -8.22013], [10.28129, -22.10600, -7.54832], [9.53566, -21.32892, -8.52795], [8.50087, -20.59118, -7.92362], [12.21034, -23.57907, -7.26608], [10.48805, -24.07288, -9.24889], [12.24242, -23.82577, -9.88096], [10.81331, -22.70414, -10.15756], [12.34776, -21.87491, -8.45809], [10.60568, -21.59562, -6.63804], [9.66156, -22.96173, -7.25796], [7.65103, -21.33759, -7.69307], [8.09713, -19.89621, -8.62185], [8.70853, -20.14324, -6.91488], [11.47392, -24.20819, -7.01180], [12.91898, -24.10981, -7.75884], [13.18973, -29.37845, -0.93429], [13.70716, -29.29940, -0.14549], [13.84723, -29.09927, -1.55070], [16.97758, -27.35322, -9.61226], [17.70675, -26.78067, -9.90048], [16.32814, -27.23817, -10.34318], [14.36509, -21.99006, -6.01179], [13.92317, -21.19964, -5.69156], [13.64505, -22.51247, -6.43701], [11.31056, -24.89534, -4.33002], [11.94542, -24.40649, -4.84707], [11.54174, -24.83072, -3.36469], [17.42331, -30.21808, -9.06160], [17.11760, -29.32294, -9.35965], [17.38786, -30.78912, -9.77896], [23.32477, -28.34308, -0.73734], [22.49758, -28.38668, -1.22529], [23.11419, -28.16118, 0.19536], [15.74567, -31.01861, -7.02740], [15.89903, -31.94429, -6.93665], [16.41139, -30.77013, -7.78511], [16.07589, -21.12196, -7.88926], [16.92582, -21.32282, -7.47300], [15.40118, -21.47788, -7.25521], [20.31722, -25.14198, -0.49565], [19.61215, -25.22392, -1.13458], [20.89536, -24.50178, -1.01457]],
  "forces_ev_per_a": [[-1.57, -0.97, 0.16], [-1.60, 0.51, -0.21], [0.55, -0.79, 0.24], [-1.17, 0.45, 0.61], [0.68, -0.74, -1.48], [1.82, 0.07, -1.01], [-0.10, 0.69, -0.46], [1.73, 0.15, -0.22], [0.01, -0.38, 0.11], [0.85, 0.29, 0.73], [0.05, 0.04, -0.56], [0.24, 0.65, 0.30], [-0.14, 0.29, -0.04], [-0.43, 0.64, 0.49], [0.32, -0.37, 0.37], [-0.36, -0.54, 0.17], [-0.89, -0.05, 0.63], [2.97, 1.10, -0.47], [-0.52, -0.63, 0.65], [0.53, -0.71, 0.59], [-0.21, 1.60, 0.84], [1.49, -1.82, -1.40], [-0.22, 2.13, -0.20], [-0.15, -0.24, 0.02], [-0.33, -0.31, -0.01], [-1.29, -1.86, -0.26], [0.34, 0.34, 0.22], [-1.11, 0.66, 0.16], [-0.60, 0.08, -0.14], [-0.72, 0.15, -0.05], [-0.65, -0.09, 0.53], [0.28, 0.68, -0.22], [0.43, -0.48, -0.09], [-0.23, -0.67, -0.36], [1.19, 0.70, 1.09], [-0.78, -0.11, -0.97], [-0.63, 0.10, 0.81], [0.07, 0.26, -0.15], [-0.32, 0.42, -1.05], [-0.30, 0.32, 0.54], [-0.18, -0.41, 0.74], [-0.42, 0.51, 0.22], [-0.96, -0.84, -1.61], [1.53, 0.27, 0.62], [-0.20, 0.15, -0.42], [0.39, 0.43, -0.22], [1.07, -0.16, 0.72], [-0.29, -0.14, 0.01], [0.04, -1.09, -0.20], [0.49, -0.43, -0.07], [-0.67, -0.01, -0.06], [0.84, 0.55, -1.71], [0.29, -2.44, 1.46], [-0.53, 0.20, -0.80], [0.11, 1.14, -0.95], [0.76, 0.03, 0.77], [1.39, 2.68, -1.52], [-0.86, -0.74, 0.21], [-0.57, 0.54, 0.85], [0.25, 0.57, 0.19], [-0.24, 0.64, 0.02], [0.23, 0.22, 0.09], [-0.24, -0.11, -0.02], [-0.32, -0.17, -0.28], [0.65, -0.72, -0.12], [-0.98, -0.24, 0.56], [0.21, -1.08, 0.59], [-1.27, -1.24, 0.53], [2.41, -1.39, -0.06], [-0.22, -1.19, 0.00], [2.86, -0.51, 0.50], [-0.79, -1.13, 0.41], [-0.26, 1.09, 0.37], [-0.13, -0.93, 0.41], [0.56, 0.59, -0.20], [-1.50, 1.26, 0.10], [-0.27, 0.34, 0.03], [-0.30, -0.03, 0.39], [-2.44, 0.46, -0.54], [-0.22, 0.86, -0.09], [-0.85, 0.26, 0.30], [0.99, -0.36, -0.25], [0.21, -0.31, -0.80], [1.30, 0.83, -1.30], [-1.30, 0.17, 0.84], [-1.05, -0.73, -1.00], [1.89, -0.20, 0.99], [-1.58, 0.24, 1.48], [1.39, -0.19, 0.33], [-1.97, -1.34, -0.93], [-0.36, -1.70, 0.09], [0.11, -0.34, 0.55], [0.25, 0.34, 0.54], [-0.64, 0.31, 0.01], [-0.56, 0.91, -0.01], [0.43, -0.17, 0.12], [0.30, -0.06, -1.83], [1.36, 1.11, 0.36], [0.31, -0.08, -0.16], [0.27, 0.23, 0.53], [0.31, -0.29, -0.08], [-0.50, 1.94, -0.83], [0.70, 0.95, -1.72], [1.27, -0.36, 0.87], [-0.53, -0.17, 1.14], [-1.02, 0.59, -1.26], [-0.84, 1.40, 0.20], [-0.43, 3.25, -0.57], [-0.68, -1.03, 0.86], [0.43, -0.59, 0.29], [-0.82, 0.41, 0.45], [0.39, 0.29, -0.99], [0.60, 0.79, 0.53], [0.76, -0.65, -0.58], [0.41, -0.54, 0.73], [-0.28, -0.20, -0.12], [0.54, -0.79, -0.20], [0.21, -2.10, 1.28], [-0.56, -1.18, -1.05], [-1.78, -2.02, -0.98], [-1.29, 1.33, 0.42], [2.42, -0.02, -2.01], [0.49, -0.27, -0.14], [-0.66, -0.81, -2.26], [1.29, 0.10, 1.76], [1.31, 0.81, 0.40], [0.40, 0.82, -0.55], [0.52, -0.27, 0.00], [-0.47, -0.55, 0.57], [-1.37, 0.30, 2.67], [-0.32, -0.31, -0.71], [-0.15, 0.61, -0.01], [-0.27, 0.50, 2.38], [0.08, -0.01, -0.11], [0.18, -0.41, -0.92], [-0.29, 0.61, -0.42], [-0.20, 0.78, 0.40], [0.15, 0.55, 0.26], [-0.55, -0.18, 1.29], [0.45, 0.16, 1.31], [-0.94, 0.83, 0.06], [-0.88, 0.17, -1.48], [0.22, -0.61, -0.06], [0.55, 0.43, -0.42], [-0.10, -0.17, 0.58], [-1.14, -1.42, -0.19], [-0.07, 0.26, -0.20], [1.06, -0.71, -1.36], [-0.73, 0.40, -1.08], [0.36, -0.39, -0.08], [-0.01, -0.14, 0.12], [1.37, 0.27, 1.08], [0.42, -0.24, -0.10], [-0.54, -1.89, -2.22], [-0.04, -0.41, -0.80], [0.71, -1.12, 0.16], [-0.91, 1.37, -0.18], [-0.34, -0.57, -0.32], [-0.28, 0.88, 2.32], [0.03, 0.67, 0.46], [0.98, 0.97, 1.65], [0.27, 0.34, -0.13], [-0.24, -0.69, -0.02], [-0.13, -0.21, 0.42], [-0.69, 1.16, -0.24], [0.28, -0.74, 0.08], [1.01, -0.11, 0.59], [0.08, 0.37, -0.49], [0.26, 0.81, -0.34], [-0.60, -0.77, -0.86], [0.20, 1.27, -1.04], [-0.27, 0.22, 1.97], [0.89, -0.07, 1.59], [-0.40, -2.01, -0.19], [0.11, -0.64, -0.96], [-0.52, 0.64, 0.78], [-0.49, 0.00, 0.36], [0.24, 0.64, -0.24], [-0.31, -2.03, 0.00], [0.35, -0.31, -0.88], [-0.16, 0.17, -1.06], [0.46, 0.06, -0.45], [-0.33, 0.35, 0.08], [-0.06, 0.35, 0.14], [-0.20, 0.67, 0.78], [0.67, 0.08, -1.10], [0.01, 0.14, 0.04], [1.20, 1.85, 1.19], [-1.30, -0.32, -1.69], [-2.71, -1.64, -1.07], [0.65, 1.94, 3.08], [-0.05, -2.56, -1.72], [0.47, 2.43, -0.36], [-0.13, -0.48, -1.11], [0.54, 0.12, -0.10], [-1.13, -1.44, 0.37], [0.12, 0.40, 0.91], [1.08, 1.10, -0.64], [0.30, -0.91, 0.51], [0.53, 1.14, 0.86], [-0.22, 1.11, -0.88], [-0.02, -0.09, 0.67], [0.37, -0.96, 0.01], [0.27, -1.36, 0.19], [-1.25, 1.35, -1.15], [1.55, -0.49, 2.15], [-0.61, 1.49, -0.71], [0.35, -0.46, 0.14], [1.47, 0.70, 0.80], [-0.92, 0.06, -1.19], [1.18, -0.59, 0.26], [-0.26, 0.05, 0.54], [0.10, 0.21, -0.19], [-0.50, 0.18, -0.85], [0.21, -0.70, 0.41], [-0.67, -0.48, 0.28], [-0.05, -0.48, -0.19], [-1.73, -0.21, -0.29], [0.18, 0.01, -0.54], [0.46, -0.84, 0.16], [0.46, 0.07, -0.03], [1.74, -1.29, 1.57], [1.27, -0.87, -0.20], [0.37, -0.04, -1.24], [1.27, 0.36, 1.44], [-1.67, -2.17, 1.66], [-0.20, 1.19, 0.13], [0.24, -0.76, -0.14], [-1.66, 0.54, 0.26], [-0.70, 1.52, -2.10], [-0.84, 0.16, 0.41], [-0.53, 0.64, -0.10], [0.05, -0.04, 0.05], [0.82, 0.99, -0.26], [-0.02, 0.71, -0.50], [0.42, -0.16, -1.13], [-0.28, -0.78, 0.32], [-0.04, -0.04, -0.25], [-0.90, -0.34, 0.32], [0.13, -0.12, 1.13], [0.82, 0.51, -1.31], [-0.91, -0.38, -0.68], [0.71, 0.00, 0.10], [-0.17, -0.24, 0.44], [-0.01, -1.11, -0.51], [-0.32, 0.95, 0.25], [0.07, 0.04, 0.31], [-0.41, -0.41, 1.01], [0.49, 0.32, 0.00], [0.09, 0.31, -0.89], [-0.13, 2.23, 1.93], [0.42, -0.37, 0.18], [-0.11, -1.51, -2.18], [0.60, 0.01, 0.70], [-0.63, 0.07, 0.03], [-0.11, -0.07, -0.77], [1.25, 1.39, -1.74], [0.02, -1.11, 0.31], [-1.43, -0.21, 1.56], [0.00, -0.34, 0.06], [-0.09, 0.05, 0.04], [0.42, 0.47, 0.03], [1.58, 1.16, -0.67], [-1.03, -0.47, -0.36], [-0.62, -0.71, 1.20]]
}